1.
The following is a DFT calculation (ωB97M-V with the def2-TZVPD basis set) of a single C3H3N3O molecule at a distorted geometry.

Each line ends with the natural charge from an NBO analysis.
CARTESIAN COORDINATES (ANGSTROEM)
H  1.4619  1.9098  -0.0292  0.23
H  -1.6775  1.3918  0.0479  0.20
N  2.2045  -0.0013  0.0104  -0.30
H  -1.7900  -1.4585  0.0268  0.52
N  1.6801  -1.3095  -0.0122  -0.01
C  1.2143  0.8622  0.0027  0.00
C  0.0348  0.0810  -0.0306  -0.15
O  -2.2489  -0.5768  0.0010  -0.61
C  -1.3152  0.3777  -0.0150  0.35
N  0.4359  -1.2764  -0.0017  -0.23

Force components x, y, z for each atom (eV/Å):
H -0.44 0.10 0.09
H -0.26 0.04 -0.18
N 0.36 0.47 -0.12
H -0.24 0.79 -0.10
N 0.73 0.79 0.33
C 1.26 -1.57 -0.23
C -1.98 -0.15 0.27
O 0.92 0.26 0.03
C 0.98 -1.39 0.28
N -1.34 0.66 -0.37

LUMO energy   -1.00 eV
Electronic energy   -355.54852 Eh
HOMO energy   -10.2 eV
Structure (SMILES)   O/C=C1/C=NN=N1
Spin multiplicity   1
HOMO-LUMO gap   9.23 eV
ΔE to the lowest compared entry with this formula, charge and spin   57.3 kcal per mole


2.
The following is a DFT calculation (ωB97M-V with the def2-TZVPD basis set) of 2 unconnected molecules or ions with the total composition C3H3N3O at a distorted geometry.

Each line ends with the natural charge from an NBO analysis.
CARTESIAN COORDINATES (ANGSTROEM)
C  -2.0901  -0.4426  1.4102  0.49
O  -1.8173  -0.2715  2.4988  -0.49
H  3.4055  -0.2543  0.1765  0.40
H  -0.2573  -1.0666  -0.8243  0.22
N  2.5045  -0.2481  0.6486  -0.59
N  -1.4120  1.2236  -1.2297  -0.31
C  1.4874  -0.2146  -0.0173  0.47
N  -0.2198  1.1273  -0.9002  -0.12
H  -1.8935  0.3015  -1.1743  0.27
C  0.2926  -0.1546  -0.5883  -0.35

Force components x, y, z for each atom (eV/Å):
C 0.29 0.19 1.46
O -0.35 -0.21 -1.36
H -0.08 -0.09 -0.06
H 0.07 0.16 0.05
N -0.58 0.09 -0.37
N 0.20 -0.16 0.17
C 0.41 0.04 0.31
N -0.20 -0.01 -0.01
H 0.08 0.06 -0.19
C 0.16 -0.09 0.01

LUMO energy   0.44 eV
Electronic energy   -355.51325 Eh
HOMO energy   -9.4 eV
Spin multiplicity   1
HOMO-LUMO gap   9.79 eV
ΔE to the lowest compared entry with this formula, charge and spin   79.5 kcal per mole


3.
The following is a DFT calculation (ωB97M-V with the def2-TZVPD basis set) of a single C3H3N3O molecule at a distorted geometry.

Each line ends with the natural charge from an NBO analysis.
CARTESIAN COORDINATES (ANGSTROEM)
N  -0.9274  -1.3700  -0.7074  -0.01
C  -0.3634  -0.2918  -0.2932  0.33
N  -0.5430  0.9986  -0.9113  -0.36
N  0.5857  -0.3664  0.6681  -0.41
H  1.8055  1.1440  1.3013  0.20
H  -1.3973  -3.1354  -0.3823  0.49
H  0.4168  2.8377  -0.2171  0.21
C  0.9706  0.9020  0.7117  0.02
O  -0.7415  -2.4833  -0.0219  -0.47
C  0.1941  1.7645  -0.1479  0.00

Force components x, y, z for each atom (eV/Å):
N -1.95 1.41 -1.82
C -0.36 -1.36 -1.15
N -0.44 0.08 1.05
N 1.54 3.08 0.95
H 0.84 0.64 0.82
H 0.91 1.00 0.15
H -0.71 -0.50 -0.41
C -0.31 -2.32 0.94
O -0.08 -1.03 0.54
C 0.57 -1.01 -1.07

LUMO energy   -1.13 eV
Electronic energy   -355.51810 Eh
HOMO energy   -9.9 eV
Structure (SMILES)   ON=C1N=CC=N1
Spin multiplicity   1
HOMO-LUMO gap   8.82 eV
ΔE to the lowest compared entry with this formula, charge and spin   76.4 kcal per mole